# 1
Here is a 12-piece molecular cluster, C21H51N9O27 overall in a non-equilibrium geometry from OMol25. Energies are from ωB97M-V/def2-TZVPD.

Summary:
molecular weight: 861.675 g mol⁻¹
orbital gap: 9.8 eV
LUMO: -0.39 eV

CARTESIAN COORDINATES (ANGSTROEM)
C  -0.379  -3.407  2.118
N  -1.520  -3.790  1.206
O  -1.280  -3.863  0.031
O  -2.618  -4.016  1.740
H  0.301  -4.258  2.242
H  -0.709  -3.030  3.084
H  0.178  -2.646  1.585
C  -1.119  -3.122  -3.100
N  -2.459  -3.543  -2.626
O  -3.207  -2.643  -2.262
O  -2.717  -4.749  -2.682
H  -1.372  -2.281  -3.760
H  -0.631  -3.929  -3.633
H  -0.551  -2.775  -2.222
C  1.698  5.480  0.617
N  1.118  5.220  -0.744
O  1.002  6.175  -1.527
O  0.850  4.071  -1.002
H  2.535  4.736  0.695
H  0.886  5.268  1.350
H  2.009  6.544  0.575
C  -4.405  1.118  -3.320
N  -2.970  1.079  -2.974
O  -2.586  1.959  -2.237
O  -2.251  0.179  -3.445
H  -4.511  1.605  -4.307
H  -4.993  1.647  -2.563
H  -4.744  0.067  -3.391
C  1.655  -4.829  -0.792
N  3.044  -4.959  -1.335
O  3.637  -3.912  -1.633
O  3.530  -6.063  -1.414
H  1.820  -4.268  0.124
H  1.231  -5.822  -0.625
H  1.097  -4.193  -1.485
C  5.292  2.449  -0.342
N  4.958  1.165  0.365
O  3.917  0.622  0.073
O  5.766  0.755  1.183
H  5.233  2.186  -1.400
H  6.280  2.742  -0.002
H  4.495  3.153  -0.043
C  3.577  -2.153  1.694
N  3.578  -2.542  3.149
O  2.443  -2.635  3.610
O  4.584  -2.815  3.775
H  2.718  -1.499  1.543
H  3.500  -3.105  1.150
H  4.521  -1.658  1.460
C  3.165  3.104  3.393
N  2.395  2.063  2.649
O  2.406  0.962  3.102
O  1.747  2.393  1.639
H  3.387  2.706  4.390
H  2.493  3.989  3.417
H  4.057  3.334  2.801
C  0.856  0.669  -1.457
N  0.576  -0.526  -0.617
O  1.248  -1.552  -0.769
O  -0.366  -0.451  0.118
H  1.104  1.430  -0.728
H  -0.052  0.899  -2.036
H  1.765  0.423  -2.025
C  -1.186  1.702  2.907
C  -0.596  2.196  4.215
O  -1.372  3.264  4.754
C  -1.014  4.453  4.294
O  -0.154  4.649  3.479
O  -1.815  5.416  4.719
C  -1.430  6.744  4.221
H  -2.220  1.394  3.109
H  -0.674  0.839  2.498
H  -1.158  2.509  2.155
H  0.411  2.605  4.157
H  -0.606  1.432  4.998
H  -0.329  6.843  4.342
H  -2.039  7.469  4.753
H  -1.604  6.835  3.135
C  -3.601  -0.433  0.825
C  -4.548  -1.613  0.460
O  -5.161  -1.889  1.744
C  -5.958  -2.988  1.801
O  -6.081  -3.711  0.889
O  -6.485  -3.179  3.016
C  -7.292  -4.415  3.179
H  -2.838  -0.805  1.533
H  -4.182  0.360  1.307
H  -3.091  -0.083  -0.074
H  -4.120  -2.562  0.132
H  -5.269  -1.311  -0.315
H  -7.434  -4.525  4.247
H  -6.678  -5.207  2.766
H  -8.230  -4.337  2.641
C  0.891  1.828  -5.025
C  1.815  1.020  -5.933
O  2.055  -0.199  -5.326
C  3.153  -0.246  -4.485
O  3.825  0.697  -4.280
O  3.249  -1.502  -4.011
C  2.313  -2.512  -4.358
H  -0.087  1.315  -4.994
H  0.689  2.801  -5.469
H  1.242  1.955  -3.990
H  2.796  1.465  -6.178
H  1.283  0.790  -6.859
H  2.254  -2.521  -5.451
H  1.369  -2.234  -3.904
H  2.696  -3.469  -4.002

Cartesian forces, eV/Å:
0.5 0.1 -0.3
-1.2 -0.2 2.3
0.0 -0.1 -0.6
1.6 0.4 -1.0
-0.5 0.0 0.0
-0.3 -0.3 -0.3
0.0 0.2 -0.1
-0.2 0.9 0.0
-0.5 -1.1 0.0
0.4 -1.1 -0.2
0.0 1.7 0.3
0.5 -0.1 0.2
-0.1 -0.1 0.1
-0.3 -0.1 -0.4
0.0 0.1 -0.3
0.2 1.1 -0.8
0.0 -1.2 1.1
-0.2 -0.1 -0.2
-0.9 0.9 0.2
0.8 0.1 -0.4
-0.1 -0.9 0.4
-0.9 -1.0 -0.7
0.9 -0.6 -0.1
0.4 -0.2 0.0
-1.2 1.4 0.5
0.2 -0.2 0.5
0.6 0.0 -0.1
0.2 0.6 -0.1
0.4 0.3 -0.1
0.8 0.8 -0.3
-0.9 -1.1 0.4
-0.1 0.0 0.0
-0.4 0.0 0.1
0.1 0.3 -0.1
0.1 -0.3 0.2
-0.6 -0.4 0.2
0.5 0.1 0.2
-0.1 0.0 0.0
-0.3 0.0 -0.1
0.0 0.4 0.1
-0.1 0.1 -0.2
0.5 -0.2 -0.4
0.8 -0.1 0.3
-1.0 -0.4 0.4
0.5 0.0 0.1
-0.3 0.4 -0.8
0.2 -0.3 0.0
0.0 0.4 0.1
-0.2 -0.1 0.0
-0.6 0.7 -0.2
-1.0 1.0 -1.4
0.1 -1.4 0.4
1.2 0.0 1.2
0.0 0.2 -0.5
0.5 -0.5 0.1
-0.1 -0.1 0.3
0.8 -0.4 0.0
0.2 -1.1 -1.1
-0.2 0.9 0.1
-0.6 0.0 0.9
-0.2 0.4 -0.1
0.5 -0.1 0.3
-0.6 0.2 -0.1
-0.3 0.6 0.1
0.5 -0.7 0.3
-0.5 0.8 0.5
-1.0 0.0 -0.8
1.3 0.1 -0.5
-0.1 0.9 0.3
0.7 -0.8 -0.4
0.1 0.2 -0.2
0.3 -0.1 0.0
-0.1 -0.4 0.3
0.1 -0.5 -0.3
-0.1 0.0 -0.2
-0.9 0.3 0.3
0.2 -0.1 0.2
-0.2 -0.3 0.5
0.0 -1.4 -0.4
0.3 0.5 0.8
-1.4 -0.2 0.8
1.3 1.5 1.4
-0.9 -2.1 -2.4
-0.5 0.1 0.4
1.3 1.1 -0.6
-0.3 0.3 -0.3
0.1 -0.1 -0.2
0.0 0.2 0.1
0.5 0.4 -0.1
-0.2 -0.1 0.5
0.0 0.1 0.0
-0.2 -0.4 0.0
-0.1 0.1 0.0
-0.5 0.1 -0.3
-0.2 1.3 -0.3
1.0 -1.8 1.0
-3.1 -2.2 -1.6
1.5 0.7 1.0
1.7 1.3 0.8
0.0 0.3 -0.9
0.4 0.1 0.1
0.1 0.2 0.1
0.1 0.0 -0.5
-0.6 0.3 0.1
0.1 0.1 0.0
-0.4 -0.3 0.3
-0.3 -0.3 -0.1
0.0 0.3 0.2

Löwdin population analysis, charges in e, atoms 1 to 2: number 1, C, carries 0.044; number 2, N, carries -0.392

# 2
Here is C17H9Cl5F3FeN4O3S as an isolated structure in a non-equilibrium geometry from OMol25. Energies are from ωB97M-V/def2-TZVPD.

Summary:
molecular weight: 639.455 g mol⁻¹
orbital gap (spin up / spin down): 7.1 / 7.5 eV
LUMO (spin up / spin down): 2.31 / 2.28 eV
net charge: -1
2S+1: 5
energy relative to the best compared isomer or geometry (same formula, charge and spin): 0.0 kcal per mole
<S²>: 6.0098

CARTESIAN COORDINATES (ANGSTROEM)
Fe  0.450  0.148  -0.078
Cl  5.509  0.919  4.958
C  4.554  1.078  3.594
C  3.179  0.700  3.610
Cl  2.337  0.620  5.067
C  2.538  0.411  2.400
Cl  0.968  -0.415  2.327
C  3.181  0.625  1.160
O  2.666  0.249  0.051
C  4.472  1.254  1.171
Cl  5.162  1.664  -0.345
C  5.192  1.320  2.376
Cl  6.847  1.712  2.303
N  -2.053  -5.590  -2.158
C  -2.231  -4.374  -1.587
C  -1.274  -3.341  -1.838
C  -1.498  -2.082  -1.324
C  -2.691  -1.780  -0.666
C  -3.568  -2.774  -0.274
C  -3.343  -4.067  -0.759
S  -3.115  -0.040  -0.326
O  -3.876  -0.024  0.909
O  -3.724  0.607  -1.467
N  -1.626  0.661  -0.086
C  -1.491  2.038  -0.024
N  -0.166  2.307  0.006
C  0.211  3.561  -0.087
C  -0.775  4.581  -0.049
C  -2.110  4.221  0.102
N  -2.493  2.938  -0.001
H  -1.110  -5.851  -2.366
H  -2.664  -6.391  -1.989
H  -0.345  -3.536  -2.358
H  -0.725  -1.340  -1.451
H  -4.375  -2.577  0.392
H  -4.002  -4.859  -0.351
H  1.277  3.737  -0.216
H  -0.528  5.631  -0.003
H  -2.913  4.900  0.385
F  1.702  -0.304  -2.945
C  0.959  0.726  -2.379
F  -0.197  0.841  -3.113
F  1.688  1.895  -2.569

Cartesian forces, eV/Å:
1.0 1.7 -2.0
0.6 0.1 1.7
-1.4 -0.5 -1.2
1.0 0.2 -1.4
-0.4 -0.3 0.9
0.4 0.1 0.6
0.6 0.5 0.4
0.1 -0.2 -1.0
-1.2 0.1 0.3
-0.1 -0.6 1.2
0.0 -0.1 0.0
-1.3 0.2 -1.2
0.6 0.2 0.2
-0.2 -1.7 -0.4
-0.4 1.9 0.7
-0.8 -0.7 0.8
-0.5 -0.3 -0.2
0.5 1.5 0.4
0.9 -0.6 -1.2
0.1 -0.4 0.5
0.5 1.3 0.7
0.1 -0.5 -0.4
0.1 -1.0 0.1
-0.6 -0.4 0.2
-0.7 -1.0 -0.4
0.3 0.3 0.2
-1.2 0.7 -0.1
0.3 0.2 0.4
0.6 -1.5 -0.1
0.7 -0.3 0.6
0.2 -0.1 -0.2
0.3 0.9 0.2
-0.1 -0.2 -0.1
-0.1 0.3 -0.5
-0.5 0.3 0.2
0.5 0.3 -0.7
-0.2 0.2 0.2
0.3 0.0 -0.1
0.3 0.2 -0.5
-0.1 0.7 -0.7
-0.5 -1.1 3.1
0.6 0.2 -0.7
-0.5 -0.7 -0.5

natural (NBO) population analysis, charges in e, atoms 1 to 2: number 1, Fe, carries 1.369; number 2, Cl, carries 0.045

# 3
Here is C12H37CaN6O3P2 as an isolated structure in a non-equilibrium geometry from OMol25. Energies are from ωB97M-V/def2-TZVPD.

Summary:
molecular weight: 415.493 g mol⁻¹
orbital gap (spin up / spin down): 6.8 / 4.6 eV
LUMO (spin up / spin down): -6.72 / -8.94 eV
net charge: +2
2S+1: 2
<S²>: 0.7612

CARTESIAN COORDINATES (ANGSTROEM)
Ca  2.206  -13.513  6.876
O  3.337  -11.974  5.753
H  4.044  -11.618  5.179
O  4.006  -13.904  8.306
P  5.431  -14.158  8.740
N  5.810  -14.154  10.359
C  4.765  -14.008  11.362
C  7.110  -14.721  10.847
N  6.685  -13.151  7.989
C  7.014  -13.353  6.554
C  7.266  -11.915  8.659
N  5.885  -15.713  8.140
C  7.244  -16.292  8.107
C  4.870  -16.804  8.174
H  4.571  -14.956  11.863
H  3.879  -13.572  10.899
H  5.164  -13.385  12.162
H  7.860  -14.381  10.133
H  7.045  -15.808  10.909
H  7.435  -14.288  11.792
H  7.541  -12.523  6.083
H  7.612  -14.256  6.431
H  6.084  -13.200  6.007
H  7.247  -11.958  9.748
H  8.269  -11.718  8.281
H  6.672  -11.029  8.436
H  7.320  -16.770  7.130
H  8.055  -15.564  8.110
H  7.360  -17.029  8.901
H  3.837  -16.557  7.932
H  4.926  -17.254  9.165
H  5.244  -17.533  7.456
O  4.271  -5.083  5.917
P  4.348  -6.287  6.731
N  4.179  -6.042  8.442
C  5.323  -5.380  9.074
C  2.935  -5.573  9.003
N  5.777  -7.256  6.575
C  6.180  -8.375  7.458
C  6.483  -7.241  5.332
N  2.987  -7.399  6.543
C  2.990  -8.723  7.281
C  2.231  -7.310  5.308
H  5.124  -4.310  9.037
H  6.305  -5.474  8.610
H  5.431  -5.730  10.101
H  2.854  -5.894  10.041
H  2.060  -5.892  8.437
H  2.856  -4.486  9.038
H  6.059  -9.377  7.045
H  7.270  -8.389  7.440
H  5.700  -8.418  8.435
H  7.528  -7.028  5.557
H  6.442  -8.092  4.653
H  6.152  -6.399  4.724
H  1.994  -9.155  7.175
H  3.735  -9.416  6.890
H  3.193  -8.568  8.341
H  2.580  -8.058  4.597
H  2.287  -6.350  4.795
H  1.173  -7.520  5.463

Cartesian forces, eV/Å:
2.6 1.5 -0.7
-0.7 -0.9 0.6
-0.8 -0.6 0.5
-0.6 0.1 0.5
4.6 -1.3 -1.8
-0.5 0.6 -0.2
0.6 0.0 0.4
-0.6 0.7 -1.1
-0.7 -0.1 1.8
-0.8 0.9 0.5
-1.1 -0.8 -0.6
-1.3 1.7 0.0
-0.6 0.4 -0.6
1.4 0.1 0.2
-0.4 -0.2 -0.3
0.0 -0.1 0.3
-0.3 0.4 0.0
0.1 -0.5 0.0
0.2 0.1 0.1
-0.6 0.0 0.1
0.7 0.2 0.8
-0.6 0.0 -0.5
-0.2 -1.3 -0.4
0.2 -0.5 -0.1
0.0 -0.4 0.1
-0.2 0.1 -0.3
0.2 -0.4 0.1
-0.3 0.2 0.4
0.2 0.0 0.0
0.3 0.4 0.0
-0.4 -0.3 0.1
-0.4 -0.2 0.0
0.0 -0.7 -0.8
0.5 0.2 4.0
1.5 -1.3 -2.6
0.1 0.7 0.2
-0.7 0.4 0.1
-2.3 -0.7 0.9
0.2 0.0 -0.5
0.7 1.4 -1.3
1.0 -1.0 -0.3
-0.6 1.2 -0.2
-0.3 -0.1 -0.5
0.1 0.2 0.4
-0.2 -0.6 -0.4
-0.1 0.1 0.1
-0.1 -0.3 0.0
0.1 -0.3 0.0
0.3 0.2 -0.2
-0.9 -0.1 -0.7
0.2 0.6 0.8
0.3 0.7 0.0
0.2 -0.2 0.0
-0.3 -0.6 0.6
-0.1 0.1 0.1
0.1 0.0 -0.2
0.0 0.0 -0.4
0.1 0.3 -0.1
0.1 -0.3 0.0
0.4 0.2 0.5
0.0 -0.2 0.4

natural (NBO) population analysis, charges in e, atoms 1 to 2: number 1, Ca, carries 1.904; number 2, O, carries -1.402